1.
Density functional theory data (ωB97M-V with the def2-TZVPD basis set) for a molecular structure, C18H32N3OPPdSi in a non-equilibrium geometry.

Geometry as ORCA input:
```
! wB97M-V def2-TZVPD RIJCOSX def2/J DEFGRID3
* xyz 0 5
Si 0.31597 2.24656 1.26079
C 2.18781 1.86231 -2.10542
H -1.60568 3.70815 0.65306
C 0.03120 -2.57187 1.37027
H -2.00005 -1.92852 4.54852
C -0.07548 -3.61466 2.28977
H 0.72863 1.79941 2.63864
O -2.21524 1.10223 0.18468
N 1.89866 -0.45892 0.01100
H 5.76642 0.79043 2.00177
H -4.06496 2.63517 -0.43144
H 3.04870 -2.66042 -0.37729
H 6.81599 -1.36350 1.32864
H 0.46269 1.20052 -4.44776
H -0.87135 4.17073 2.19942
C 3.84351 0.29233 1.21626
H -2.40135 0.18690 3.68823
H -0.20649 3.33722 -3.15990
H 5.47349 -3.11170 0.14971
C 3.08923 -0.68498 0.46735
H 2.82588 0.97329 -2.10471
H 3.33230 1.20817 1.49120
N -1.85114 0.00613 2.85544
H 0.42361 -4.54099 2.07908
C -4.41229 1.60065 -0.51935
H -0.93751 -4.23023 4.21870
H 0.77818 -0.40000 -3.68909
C -0.49088 2.87917 -2.20255
Pd 0.05554 0.16902 -0.00424
H -4.51938 -0.94797 -0.85555
H -2.79364 -1.41484 -0.70340
H -1.56571 2.65885 -2.20216
C 3.68485 -1.95294 0.14190
H -5.20688 1.42668 0.21726
C 0.17684 0.51814 -3.62859
C -1.27501 -1.20209 2.67825
C 5.75765 -1.18010 1.10637
C -0.82010 -3.43879 3.46662
C -1.20181 3.32969 1.58903
C 5.01608 -2.16975 0.44560
C -3.59910 -0.79950 -0.27981
H -3.78251 -1.13881 0.75474
C -1.41464 -2.20453 3.66399
H 0.62086 -2.66970 0.47202
H -0.74362 -0.83710 -1.12443
C 5.17532 0.03242 1.48965
H -4.86516 1.45066 -1.50434
H 1.35393 3.17002 0.65995
C -3.29857 0.65247 -0.24086
H -2.00573 2.82454 2.12363
H 2.34724 2.44180 -3.02296
H -0.26730 3.57065 -1.38222
H -0.88312 0.24520 -3.73567
H -1.97588 0.58204 2.02522
P 0.44860 1.33235 -2.03304
H 2.43013 2.47042 -1.22968
N -0.55654 -1.38027 1.55006
*
```

Output
Energy above the lowest of the compared OMol25 structures with the same formula, charge and spin (kJ/mol): 0.0
Calculated total energy (Eh): -1703.12131
Expectation value of S²: 6.076
Maximum force (Eh/bohr): 0.0501


2.
Density functional theory data (ωB97M-V with the def2-TZVPD basis set) for 2 unconnected molecules or ions with the total composition C18H32N4O in a non-equilibrium geometry.

Geometry as ORCA input:
```
! wB97M-V def2-TZVPD RIJCOSX def2/J DEFGRID3
* xyz 0 1
C 1.18264 -0.32661 2.13705
C -0.56224 -2.52619 -1.98709
C 0.35180 -0.21063 -0.12761
H 3.50256 5.87968 2.09028
H -3.25611 -1.21559 -1.74652
O -3.86028 -0.56186 -1.67361
C -1.58072 -2.22689 0.16540
H 0.22304 -1.30693 -4.02029
H 0.49198 -4.39521 -3.67089
H -1.47060 -1.35091 -3.69572
C -0.94040 -0.26666 -0.99081
H -2.30796 -1.84199 0.62081
H 2.44647 4.88120 0.93456
N 0.04044 3.17420 2.91529
H 2.17307 4.12490 5.26666
C 1.43399 3.27799 2.89527
H -1.67836 -3.41919 -0.09402
H -1.93519 -4.16592 -2.12807
H -0.92921 1.51968 2.50678
H -0.66306 -0.08481 -1.91014
H 0.62543 -2.39229 -2.05404
C -0.70871 -3.94233 -2.38177
C -0.79318 -1.98391 -3.59374
H 3.80860 3.67477 4.30312
H 0.87425 -0.95317 2.97082
C 2.10695 4.66955 2.95666
H -0.96464 -5.36418 -3.93544
H -3.81750 1.40295 -1.43181
C -1.07174 -3.08717 -4.54784
C -0.52355 -4.44014 -3.68152
C -3.20495 0.54648 -1.43874
H -0.56473 -4.48642 -1.44109
H 1.06223 -0.64454 -0.62550
N -1.49182 -1.62101 -1.24885
H 1.22195 5.17812 3.23012
H -1.83093 1.58937 -0.60572
C 3.01855 4.41058 4.38581
H -0.22638 -3.25401 -5.43886
C 1.15649 1.14135 2.37748
H 3.89785 4.03218 1.72508
C -2.00219 0.61778 -0.68017
C -0.31963 -2.13591 1.13545
H -2.03828 -3.25588 -4.63854
N 0.02814 1.87138 2.43571
C 2.06688 1.95920 2.58025
C 3.01679 4.84804 1.99082
H -0.48658 -2.41184 1.96599
N -0.10586 -0.52225 1.01087
H 1.83292 -0.74003 1.71736
H 3.44586 5.27768 4.47345
H -2.89825 0.78032 -2.84299
H 0.59950 -2.67875 0.83469
H 3.32150 1.63316 2.71338
H 0.61579 1.00017 -0.15138
H -2.31261 0.32252 0.44359
*
```

Output
Energy above the lowest of the compared OMol25 structures with the same formula, charge and spin (kJ/mol): 1881.7
Calculated total energy (Eh): -998.61186
Maximum force (Eh/bohr): 0.3003


3.
Density functional theory data (ωB97M-V with the def2-TZVPD basis set) for 2 unconnected molecules or ions with the total composition C18H32N6O5S2 in a non-equilibrium geometry.

Geometry as ORCA input:
```
! wB97M-V def2-TZVPD RIJCOSX def2/J DEFGRID3
* xyz 0 1
H 0.44705 5.97310 -1.23620
H 0.39606 0.80296 -3.26188
H 2.15072 4.40110 -1.19360
H 0.71731 1.28607 0.87830
H 0.48190 -2.48212 0.40443
H 2.61882 3.79531 -3.38461
N -3.95063 -3.51722 -1.09055
C 1.91958 -2.19425 4.46597
H 1.10886 5.02382 -5.30445
H -0.69452 -1.97861 2.38831
N 0.87021 -1.83722 3.72313
C 1.26592 4.02682 -1.71848
C -2.88381 -0.95364 -1.18990
H 1.51326 6.23963 -3.43038
C -1.51136 0.51696 -2.50267
H -0.20891 6.60446 -3.55470
C 2.72052 -3.44590 4.17151
H -0.72858 4.85142 -1.90916
H 0.76446 3.32010 -1.04884
N -3.42317 0.22478 -1.35198
H -2.72056 -3.98297 4.84898
N -1.09339 -4.30261 3.55844
C 0.26508 -2.47190 2.53854
H 3.05598 -1.22429 -0.36731
N -2.63548 1.04516 -2.09397
H 2.11544 -4.32403 4.38431
H 1.50110 -0.79150 -1.10342
N -0.51791 1.22768 -3.18828
C 1.08690 -2.17837 1.25932
H -1.23915 -5.29476 3.65981
C 0.36573 0.28547 1.13004
S -1.35427 -1.15561 -1.99588
O -1.69405 3.12233 -3.63240
C -2.00991 -3.40191 4.25954
C 0.51240 5.79710 -3.39196
C -0.08333 -3.96437 2.74996
C -0.61939 2.54609 -3.60711
H 2.02300 2.27087 -2.73589
H -1.45731 -2.74184 4.93028
O -4.87636 -1.89320 0.49523
O 2.24834 -1.48573 5.40434
H -2.56892 -2.80127 3.53934
H -0.43000 0.00083 0.44785
C 2.20034 -0.55125 -0.30606
C 0.30599 5.19790 -1.99610
C 1.52650 -0.71150 1.05942
H 1.01807 2.74381 -4.95569
C 0.38317 4.76004 -4.52840
H 2.25531 -0.44583 1.82456
H -0.03464 0.31938 2.14181
H -4.86756 -3.30946 -1.46438
S -3.58591 -2.22689 -0.10894
H -0.60406 4.85031 -4.99325
C 0.64413 3.29120 -4.08603
O -2.62384 -2.76194 0.85787
O 0.59387 -4.85046 2.24195
H -3.99489 -4.30982 -0.46438
H 2.55561 0.47240 -0.42425
H 3.03778 -3.45496 3.13291
H 0.43314 -0.98857 4.04492
C 1.72781 3.29328 -2.99124
H 1.98173 -2.79940 1.25793
H 3.59985 -3.45697 4.81336
*
```

Output
SMILES: NS(=O)(=O)c1nnc(NC(=O)C2CCCCC2)s1.CNC(=O)[C@H](CC(C)C)NC(C)=O
Calculated total energy (Eh): -2206.18532
Maximum force (Eh/bohr): 0.0830


4.
Density functional theory data (ωB97M-V with the def2-TZVPD basis set) for a molecular structure, C18H32NO5P2SSc in a non-equilibrium geometry.

Geometry as ORCA input:
```
! wB97M-V def2-TZVPD RIJCOSX def2/J DEFGRID3
* xyz 0 1
C -3.53733 -7.91486 1.92691
H 1.66400 5.53318 -0.62155
H 0.33405 1.43491 -2.92754
H 3.66521 -0.28687 -1.73154
H -1.38253 -6.85666 0.58597
C -1.64856 -4.73835 1.00398
C 1.67474 1.78697 2.08520
H -0.95998 2.51407 -3.08077
H -3.58295 -8.20171 2.99049
C 1.16085 -0.45621 3.65676
H 2.72315 2.06611 2.29630
H 1.92744 -0.12451 4.37142
H -4.25104 -3.39039 2.73240
C -2.45319 -3.77520 1.60996
C -3.14908 0.90548 -1.99187
H -2.82207 -8.58339 1.43438
H -3.72270 0.06019 -1.56741
C -3.15759 -6.46378 1.76149
H -4.53560 -8.13908 1.51976
H -0.73784 -4.45833 0.49278
O 3.01432 0.20653 -1.24432
H -3.20242 1.75792 -1.29948
C 1.32305 4.50549 -0.48593
C 0.52662 3.88352 -1.42984
Sc -0.58322 -0.18753 0.39266
C 0.09109 2.57847 -1.20689
O -0.48599 -2.11030 1.33338
H -1.08104 0.69293 1.96263
S -1.91672 -2.10864 1.84209
P -1.44200 0.26351 -2.06987
P 1.65550 -0.05531 1.94731
H -1.64974 -1.51513 -3.60660
O 1.99029 1.02928 -3.61771
H 3.92302 -0.05370 2.87372
H -4.91602 -5.78062 2.84818
H 2.34749 4.18627 1.38791
H 0.91592 -1.46005 -0.87059
H 2.33231 0.94239 -2.72194
C -3.63267 -4.14586 2.26515
O -2.59578 -1.18748 0.85494
N 0.34715 1.90766 -0.06040
C -1.39159 -0.45639 -3.75632
C 1.68123 3.77066 0.63849
H 2.03945 1.92075 -3.84218
C -0.49915 1.83674 -2.34983
H 0.20588 0.02673 3.86648
O -2.02018 -1.78896 3.23726
H 0.99660 2.04773 2.91541
H -0.39397 -0.41166 -4.21244
H 3.52841 -1.54715 1.97928
C -3.98770 -5.48625 2.33665
H -2.12743 0.02081 -4.42068
C -2.00249 -6.07945 1.06770
C 3.43215 -0.45567 1.98365
C 1.19129 2.48408 0.82653
H 3.91076 -0.07906 1.07029
H -3.49206 1.18217 -3.00398
H 2.26853 -0.43206 -1.19851
H 0.24736 4.37115 -2.35150
H 0.98731 -1.53613 3.72328
*
```

Output
Energy above the lowest of the compared OMol25 structures with the same formula, charge and spin (kJ/mol): 0.0
Calculated total energy (Eh): -2977.67965
Maximum force (Eh/bohr): 0.0481


5.
Density functional theory data (ωB97M-V with the def2-TZVPD basis set) for a molecular structure, C18H33AlBr2Cl13O5S in a non-equilibrium geometry.

Geometry as ORCA input:
```
! wB97M-V def2-TZVPD RIJCOSX def2/J DEFGRID3
* xyz -1 1
H 1.67376 5.16292 1.99331
Br -1.51607 -0.37084 5.00832
Cl 4.06978 7.00670 2.93251
H 1.89221 -2.53126 4.59141
C -3.53835 0.46208 0.46069
C -0.08862 -0.07370 3.67378
C -1.64657 -9.07717 -0.79140
Br 2.57259 -0.44672 2.69632
Cl -0.27497 -9.88612 -0.02191
H 2.82041 2.42271 1.62890
C -0.05008 0.22345 0.34381
Cl 2.30095 4.29162 -6.49609
H -1.27802 -6.25085 -6.82618
O -1.27468 -1.47488 -2.36047
C 1.04715 -0.71128 3.89603
H -2.93540 -0.30809 0.96944
S 2.58696 5.17373 -0.24068
C -0.04099 1.08585 -0.96021
H 0.44548 -2.10109 5.50415
H -3.44079 0.43934 -0.63399
Cl -3.18294 -9.62529 -0.10897
Cl -1.78569 -4.13476 3.62330
C 2.38307 4.17124 -4.73424
H 3.36934 4.64128 1.97272
H -4.26226 2.22611 1.39892
Cl -2.75966 3.09733 -0.19717
Cl 6.97540 6.69344 2.90436
H -4.05334 -4.66576 3.96621
H -2.47763 -7.24634 -7.68240
H -3.33408 -3.85079 5.37374
H 5.69380 8.54642 2.21477
H -2.16660 -3.53018 -3.13380
H -0.10056 2.17292 -0.80598
Al -0.44182 1.21255 2.07222
C 1.91969 3.01081 1.38761
H 0.90575 -0.33757 0.34746
C -3.40036 -3.86197 4.29044
C -1.52671 -6.73050 -7.76740
Cl -2.39506 -5.42191 -1.75112
H -2.31951 2.91569 2.67733
H 3.42145 4.24098 -4.42614
H -4.59414 0.19217 0.67289
H 1.62295 2.86106 0.33834
H -1.55508 -8.00666 -0.63682
O 3.38737 6.36773 -0.28636
O -1.10059 0.65991 -1.87740
H 0.91630 0.91080 -1.51131
H 5.52955 7.16789 1.10194
H 1.22278 2.76739 3.43124
H -2.93467 1.31839 3.09397
O 1.26432 5.31742 -0.79232
Cl 1.71788 2.63581 -4.15772
O 3.35123 4.03054 -1.11774
C -3.26619 1.88166 1.06059
Cl -2.29172 -5.31807 -4.67064
C -1.78296 -4.54380 -3.15769
H 0.17278 -0.43018 -3.21424
C 1.34401 -1.67581 5.04310
C -2.36085 1.86251 2.31532
H -0.82307 -0.55768 0.18897
Cl -0.26926 -7.91234 -8.15624
H 1.81066 4.98466 -4.29901
Cl -4.07409 -2.32435 3.74640
H 0.12179 3.72446 2.38996
H 2.04956 -1.25347 5.78323
C 0.76982 2.82583 2.41824
H 2.70483 3.72728 -1.78149
H -1.63506 -9.29992 -1.85308
Cl -1.65952 -5.49208 -9.02177
H -0.69953 -4.52823 -3.11820
C -0.70477 -0.44894 -2.53268
C 2.40083 4.52585 1.46701
C 5.57785 7.47008 2.14392
*
```

Output
Calculated total energy (Eh): -12853.03936
Maximum force (Eh/bohr): 0.0384


6.
Density functional theory data (ωB97M-V with the def2-TZVPD basis set) for a molecular structure, C18H33BrCa2ClKN4O9S2 in a non-equilibrium geometry.

Geometry as ORCA input:
```
! wB97M-V def2-TZVPD RIJCOSX def2/J DEFGRID3
* xyz 0 1
H -2.10700 -3.44937 -4.19081
O -0.79209 -0.61247 -2.36942
C 0.93903 5.77246 4.84004
H 0.61299 -3.88601 -2.59306
K 2.41742 -3.30615 -6.47870
O -4.95122 -3.33717 1.12751
C 0.24189 -1.63672 -2.58346
C 0.04674 1.37884 2.08155
O 1.35506 7.31580 6.98387
H -3.42096 -0.70923 -1.09964
C 0.82532 0.89665 -0.68216
H 1.05537 -1.68640 -1.71131
H 2.91816 2.14619 2.21789
C -0.93650 -3.52573 -4.22646
H 2.98149 0.64649 -7.32848
H 0.89543 9.44914 4.97972
Br 1.91396 -0.96476 -4.97828
H 2.58970 0.45993 -1.66748
H 1.43542 4.89968 5.27178
H 3.92652 -5.88188 -0.06219
H 4.26811 -5.71506 -1.72545
N -4.98581 -2.33000 3.14264
H -1.06285 -3.45559 -1.84576
H 0.87170 -1.41238 -3.56846
H -0.43133 -2.92789 -5.09652
H 1.06851 5.76108 3.75538
H 2.28562 3.51261 0.94506
C -3.08924 -0.93792 0.02052
Cl 1.12672 2.58155 5.67376
C -1.64501 -0.13284 0.21164
N -5.95345 -4.35758 2.86834
C -5.27611 -3.34131 2.30442
C 2.15542 -5.47989 -1.25770
C -1.31659 0.53456 1.70061
O 2.32403 -4.15789 -1.11453
O -5.51858 1.68137 3.39286
H 2.86298 2.35392 -6.85768
Ca -0.05477 2.44645 7.85661
S -1.36007 1.31865 4.37873
H -3.00208 -2.09297 0.21299
C 4.11744 1.97136 -8.58797
C -0.33190 -3.17203 -2.74347
H -6.22973 -4.37913 3.83543
H -3.89575 -0.40858 0.70352
H -6.19189 -5.13922 2.27190
C 3.53998 1.58289 -7.23784
C 0.62309 8.43744 4.67015
C 3.55863 -6.22051 -1.04679
H -4.89143 0.97734 3.61648
H 0.76235 8.34067 3.59072
O 3.73378 3.08679 -9.03778
H 3.36544 1.98753 0.38832
C 1.09087 1.53965 0.82456
O 4.91008 1.12498 -9.08806
H -0.12394 5.74467 5.09193
H -5.04633 2.21583 2.73696
N -2.11468 0.51391 2.98715
H 4.34868 1.44537 -6.51384
H -0.69575 -4.67517 -4.43499
Ca 2.20807 -0.40271 0.31081
H 1.45301 -5.97326 -0.56228
C -0.54374 0.01533 -1.03246
S 1.70072 7.26323 5.52574
H -4.47657 -1.54490 2.75819
H -0.42050 8.24715 4.93188
C 2.50853 2.37474 1.12355
N 0.10743 1.84382 3.52330
O 3.39393 -7.54075 -1.21297
H 1.77372 -5.83388 -2.23216
H -5.24484 -2.31535 4.11465
O 1.79736 1.07463 -1.80304
*
```

Output
Calculated total energy (Eh): -7386.76437
Maximum force (Eh/bohr): 0.1298


7.
Density functional theory data (ωB97M-V with the def2-TZVPD basis set) for 2 unconnected molecules or ions with the total composition C18H33BrN3O4P in a non-equilibrium geometry.

Geometry as ORCA input:
```
! wB97M-V def2-TZVPD RIJCOSX def2/J DEFGRID3
* xyz 0 1
C -2.09684 1.22811 1.27302
H 6.06630 3.46487 -0.09675
H -5.43018 0.32595 1.25706
H 3.88507 0.45415 0.20909
H 0.18342 2.81552 -2.08515
H 1.97008 -2.83945 1.63204
C 6.40914 2.63491 0.56635
P 0.08110 -2.19556 0.65723
O -6.00418 1.33884 -0.47433
H 7.36835 0.29388 3.22170
C -1.61625 -0.17507 1.30810
H 6.96922 3.02617 1.46064
C -0.12961 1.60189 -0.24469
H -4.11430 2.93146 0.37140
C -3.31590 -4.07867 -1.40070
C -1.32080 2.17708 0.45321
C -4.47174 2.36279 1.26470
H -5.29075 -3.85281 -3.30200
C 0.73368 2.55310 -1.14135
C -3.87201 -5.19198 -2.31118
H 1.07989 -2.61379 -1.61003
H 2.54051 2.45132 -2.37508
H -5.66631 2.14118 -0.90361
O 1.69658 -2.06123 1.11867
H -1.59584 3.24733 0.38550
C 4.33843 1.45431 -0.03017
C 6.36195 0.78621 3.18512
H -6.58591 1.68474 1.48502
N -0.48731 -0.47147 0.58006
H -3.73611 -3.96882 -4.13627
H -4.90049 -5.29756 -4.24036
C 2.18842 2.02405 -1.39434
H 4.90953 1.29993 -0.99049
C 3.21287 2.53313 -0.29615
H -4.72574 -5.64015 -1.75860
C -3.33166 1.65404 2.09757
C -5.66675 1.36279 0.91445
N 0.24391 0.32448 -0.18669
H -4.93532 3.12850 1.94889
H 2.27923 0.91544 -1.47297
H 3.66130 3.49100 -0.66167
H -3.79753 0.77326 2.61404
H 0.14764 -4.00409 -0.98103
C 0.12359 -2.88213 -1.07363
H 0.83931 3.52265 -0.57401
O -2.84882 -5.97510 -2.68453
C -4.47796 -4.54289 -3.57271
Br -2.53173 -1.54665 2.33404
H 5.62010 0.27084 3.84314
H -4.11720 -3.38211 -1.10838
H 2.68759 2.67651 0.68801
H 6.44068 1.86750 3.46312
O 6.02971 -0.37575 1.13658
H -3.02020 2.36087 2.91655
H -2.89108 -4.49187 -0.48004
H 7.11415 1.93814 0.02781
H -2.53936 -3.49236 -1.89837
N 5.23894 1.83954 1.07490
C 5.84740 0.68165 1.69659
H -0.75016 -2.55860 -1.69930
*
```

Output
Calculated total energy (Eh): -4085.98723
Maximum force (Eh/bohr): 0.0767


> Among the records above, which one has the lowest maximum force?

C18H33AlBr2Cl13O5S


> The highest maximum force belongs to which entry?

C18H32N4O